[1]
The following is a quantum chemistry calculation of a molecular structure, C46H37Cl2N5O3OsP at a distorted geometry, from the Open Molecules 2025 dataset.

Results
energy = -3626.73142 hartree
frontier orbital gap = 5.12 eV
lowest unoccupied orbital energy = -3.97 eV
charge = +1
M = 999.94 g mol⁻¹
highest occupied orbital energy = -9.1 eV

```
95
C46H37Cl2N5O3OsP | the Open Molecules 2025 dataset | ωB97M-V/def2-TZVPD
H -6.5424 -1.5945 1.3784
H -4.4913 -2.8399 1.9188
C -3.1598 0.2670 1.5632
H 0.7014 -3.7825 -3.2326
C -0.8590 -4.6019 1.7429
H -0.3271 -4.4924 2.6789
H -1.2431 3.3202 -7.9207
C 5.5633 1.5113 -0.2030
C 0.7203 3.3055 3.5039
H -0.1568 6.1894 -2.7455
N 1.9328 0.9946 -0.4414
C -1.4076 -5.9017 -0.2024
C -4.4392 -1.7739 1.7304
C 0.7975 2.4405 -5.6066
C 1.9143 -3.9307 -1.4600
O 1.9712 3.3036 -1.4153
H -6.4381 0.8363 0.9463
H -0.0513 1.2800 3.4753
C -2.3588 -3.7130 0.0709
C 1.4400 2.3268 -0.5397
C 0.4026 2.0923 2.9235
H -1.3083 -6.8144 -0.7758
H -1.0725 5.2265 -5.8587
H -2.9972 -2.9150 -0.2916
C 0.6456 3.4660 -1.9604
Cl 7.5906 0.5759 1.3745
H -1.6039 5.2155 -2.4762
H 3.9787 2.2502 -1.3914
C 1.6055 -1.2772 1.3167
C 3.6276 -0.1402 1.0606
C -0.2911 4.4475 -4.0313
H 1.3110 0.7195 -2.9096
C 1.3174 4.2910 2.7314
C -3.2158 -1.1065 1.7898
C -1.1953 -1.7948 4.9097
C 5.0086 -0.1196 1.4537
H 0.1989 4.3712 -1.5493
C 0.0505 3.4399 -6.2116
C -2.1009 -3.1934 6.6375
H 0.1256 4.4041 -8.1287
H 0.5097 3.4671 4.5511
C -1.8642 -2.5499 3.9516
H 2.1329 0.5973 -4.4734
C 3.2386 0.7864 -0.0166
H 2.7571 1.6554 -3.2125
H -2.1919 -3.4473 7.6852
C -4.3214 0.9599 1.2581
C -0.9123 5.5756 -3.2397
H -0.4288 -1.6792 -2.4386
C -1.3117 -2.1205 6.2527
C 1.5800 4.0389 1.3918
H 1.5826 5.2434 3.1704
N 2.8740 -0.9532 1.7888
H 0.3700 2.6561 -8.1918
C 0.4710 3.4247 -3.4389
C 1.5594 -2.2166 0.1233
C 1.8450 1.2807 -3.6755
C -5.5953 -1.0744 1.4269
C 4.2483 1.5669 -0.5992
N 0.6223 -1.6664 -0.6680
H 2.4256 -4.8271 -1.7865
H 3.0007 -3.7774 0.4085
C 0.9505 -3.3501 -2.2744
H -0.0821 -6.5574 1.3542
H -1.4744 6.2261 -3.9063
H 1.2277 1.6574 -6.2212
H -0.5694 -0.9719 4.5885
H -3.1521 -4.2445 3.5989
Cl 6.7181 2.5025 -0.9966
C 1.0189 2.4080 -4.2352
C -5.5348 0.2912 1.1861
H -3.3753 -4.7940 5.9865
C 0.3157 -2.1963 -1.8484
O 0.7258 -1.7805 2.3520
H 5.2823 -0.7789 2.2649
C -2.6478 -3.6371 4.3404
H -2.2166 0.7911 1.6344
C -2.7681 -3.9520 5.6827
C -0.4863 4.4356 -5.4046
H -2.7612 -4.9927 -1.5985
H -4.2766 2.0258 1.0784
H -0.7817 -1.5412 6.9966
O 0.1787 2.3152 -1.2110
N -0.4976 -1.0529 1.9899
H 2.0531 4.7631 0.7441
C -0.7205 -5.7607 0.9960
C -1.6884 -3.5755 1.2851
P -1.7591 -2.0458 2.2302
C -2.2244 -4.8799 -0.6657
C 5.9505 0.6504 0.8520
N 0.6564 1.8470 1.6357
C -0.1834 3.4518 -7.6960
C 2.2390 -3.3601 -0.2347
C 1.2347 2.8029 0.8892
Os 0.4132 0.0800 0.4847
```

[2]
The following is a quantum chemistry calculation of a single C4H6O molecule, from the Open Molecules 2025 dataset.

Results
relative energy (zero: lowest compared OMol25 entry of this formula, charge and spin) = 86.34 kcal per mole
energy = -231.08614 hartree
frontier orbital gap = 11.10 eV
lowest unoccupied orbital energy = 0.88 eV
M = 70.09 g mol⁻¹
highest occupied orbital energy = -10.2 eV

```
11
C4H6O | the Open Molecules 2025 dataset | ωB97M-V/def2-TZVPD
C -0.9019 -0.6663 -0.1546
C -0.0236 0.5779 -0.2727
O -1.3747 -0.8691 1.1440
H -0.5311 1.4811 0.0677
H -1.7794 -0.5365 -0.7988
H -0.6213 -0.6731 1.7279
H -0.3323 -1.5309 -0.5324
H 0.2128 0.7351 -1.3352
C 1.7689 0.5040 -0.0319
H 2.4663 0.5988 -0.8450
C 1.1164 0.3790 1.0309
```

[3]
The following is a quantum chemistry calculation of a molecular structure, C8H16Cl8F6N3O12PtS6 at a distorted geometry, from the Open Molecules 2025 dataset.

Results
<S²> = 2.003
energy = -8170.78766 hartree
frontier orbital gap (spin up / spin down) = 9.81 / 8.02 eV
lowest unoccupied orbital energy (spin up / spin down) = 2.13 / -0.27 eV
multiplicity = 3
charge = -1
M = 1131.32 g mol⁻¹
highest occupied orbital energy (spin up / spin down) = -7.7 / -8.3 eV

```
60
C8H16Cl8F6N3O12PtS6 | the Open Molecules 2025 dataset | ωB97M-V/def2-TZVPD
O -0.4802 -4.3702 1.1949
S -3.6563 0.5208 2.3302
C 5.7468 -2.1963 -3.1519
O -5.3799 1.6493 -1.8867
O -2.9562 3.5086 -0.4513
F -0.5319 0.9317 3.4805
S -0.4871 -2.9913 0.9842
C 1.7468 0.2411 -0.8372
H 3.8160 -2.3146 0.2907
H -4.2552 5.5345 1.5659
Cl 6.6301 -3.3617 -4.2362
N -2.6081 1.7861 2.4773
H 2.5667 -0.3953 -0.8206
O -0.3328 -4.0871 -1.9000
F -3.0187 -0.5539 3.2631
C -4.1184 5.9691 2.5074
H -2.4515 4.5697 2.7985
C 6.6726 -1.4277 -2.1550
C 2.0607 1.7463 -1.2339
S -4.3945 0.6599 -2.0075
Cl 3.2802 2.4425 -0.1307
H -4.0775 4.0072 3.5012
F -1.3229 -2.3915 2.1554
H 3.1064 -2.7721 1.6896
Cl -2.9599 5.5705 4.9338
S -2.4033 2.6420 -1.4347
S -1.0905 1.4565 2.0651
O -0.7855 0.3330 1.1752
O -2.2708 3.0618 -2.7699
Cl 5.4527 -0.5364 -1.1640
H 7.2821 -2.0652 -1.4929
Cl 3.8807 -4.7281 -1.4195
H 3.1890 -5.1532 0.7920
O -0.3653 2.6218 1.6722
H 2.0591 -4.1937 -0.0075
O -4.8368 0.9710 2.9409
H 1.1844 0.1996 0.1246
O -3.6829 -0.2071 1.0985
O 0.7120 -2.3224 0.9808
Pt -2.1220 -0.5500 -0.5735
Cl 5.3523 -3.3871 1.3988
N -2.9335 1.1097 -1.3348
Cl -5.7879 6.2325 3.1310
Cl 0.6745 -0.5020 -2.1029
N -1.5142 -2.4909 -0.2689
H 5.2505 -1.5405 -3.8009
C -3.3855 4.8305 3.3049
H 1.1602 2.3099 -1.1616
C 3.6523 -3.1539 0.8612
H 7.3119 -0.6872 -2.6476
F -4.0275 0.6766 -3.4826
O -4.4177 -0.7636 -1.6837
C 3.0811 -4.3108 0.1573
F -2.7044 -4.3941 -1.1183
O -2.1555 -2.6059 -2.5932
F -0.8331 2.3521 -0.9743
S -1.5492 -3.3905 -1.5807
H 2.5063 1.8249 -2.2398
H 5.0668 -2.7775 -2.6092
H -3.5455 6.8622 2.3966
```

[4]
The following is a quantum chemistry calculation of 10 unconnected molecules or ions with the total composition C43H56IN12 at a distorted geometry, from the Open Molecules 2025 dataset.

Results
relative energy (zero: lowest compared OMol25 entry of this formula, charge and spin) = 0.00 kcal per mole
energy = -2626.48184 hartree
frontier orbital gap = 5.83 eV
lowest unoccupied orbital energy = -3.68 eV
charge = +1
M = 867.91 g mol⁻¹
highest occupied orbital energy = -9.5 eV

```
112
C43H56IN12 | the Open Molecules 2025 dataset | ωB97M-V/def2-TZVPD
C 0.2799 -5.1720 1.3612
C 2.2479 1.1161 7.0775
C -7.7264 -0.0012 -1.1896
H -2.7567 -1.3754 -0.0553
H 2.9396 -8.0913 -5.4112
H 1.7524 -4.1266 -4.7692
C 2.1484 -6.0612 -5.5264
H -8.2516 2.8552 -2.7802
H -2.7255 1.3899 -2.1430
C 1.8260 -3.7990 2.2336
H 1.7127 2.4889 3.7291
C -2.4798 -0.5681 1.8217
H 3.1875 4.8004 1.2478
C 1.9419 -1.4639 -5.7025
C 1.2749 -5.9515 1.8820
N 4.1259 5.1290 1.3769
C 1.2632 3.3870 -0.5930
C -3.9309 -0.3368 2.2088
N 0.6221 -3.8610 1.5790
N 1.1011 0.6910 6.4628
C 0.2988 0.0506 7.3705
C 3.8603 0.7338 2.0179
N 2.1487 -5.0376 -4.6195
C 3.0234 -0.6353 -5.8371
H -4.4584 -1.2757 2.0319
H 6.6082 7.1997 1.0260
H -0.7784 -1.9188 -1.0905
C -1.0087 -4.2794 -3.3937
H 0.0004 -4.4847 -1.4095
H -9.2911 0.2759 0.3764
N -2.3097 -0.5616 0.3687
H -0.8555 -5.2390 -3.8584
H -5.0362 2.3686 -0.5723
H 0.5656 -0.3544 9.4958
H -9.7123 2.4451 -0.7943
H -2.1388 -3.1000 -4.9088
H -5.2102 0.2832 0.5545
C 2.0939 -0.1928 -3.8524
H -4.0272 -0.1034 3.2644
N -2.2759 0.8066 -1.4575
C 4.7191 1.4995 2.7593
C -4.0303 2.6245 -0.2287
H 5.7941 1.4601 2.7150
C 0.9388 0.0701 8.5792
H 0.8796 0.8271 5.4960
C 2.2546 -5.0812 2.4352
C 2.1758 0.7470 8.3928
C 1.3504 -1.1859 -4.4383
H -1.3891 0.3884 -1.6999
H 4.2904 3.0761 4.2925
I -1.1392 0.8416 2.6958
C 6.2287 5.2416 2.0480
C 5.0924 4.4806 2.0981
H -7.2953 -0.9650 -0.9710
H 0.4817 -1.6616 -4.0160
C -0.1784 3.5536 -2.3016
H 2.2719 -2.8549 2.4977
H 1.3010 -7.0278 1.8692
H -2.0262 -1.2803 -3.2108
C 2.7785 -7.1320 -4.9493
C 2.7721 -5.4374 -3.4707
H 3.6968 -7.3342 -2.9154
H 2.9271 0.9369 9.1403
C 1.6789 4.4224 -1.3802
H -4.1285 5.5402 2.0709
C -0.9440 -2.5841 -1.9198
H -5.0946 1.4774 1.8264
C 0.7657 4.5300 -2.4655
N -3.4665 1.4440 0.4847
H 0.0757 -3.0691 1.3011
H -0.6349 -5.4354 0.8582
C -7.3701 0.8734 -2.2564
N -9.0073 1.7951 -1.0926
C 3.1747 -6.7356 -3.6426
H 1.6122 -2.1860 -6.4316
H 1.7434 0.6935 1.9794
C -1.6628 -3.2158 -3.9505
H -3.3889 2.9167 -1.0562
C 3.9312 2.3452 3.5872
H 4.8892 3.5391 2.5817
N 0.1307 2.8619 -1.1550
H 4.0247 6.9503 0.2646
N 3.1060 0.1321 -4.7108
H 2.8767 -4.7680 -2.6339
C 4.6319 6.2943 0.8648
H 3.0127 1.6362 6.5267
C -0.5604 -3.8845 -2.1076
H 3.7352 -0.5278 -6.6368
C 2.6177 2.0651 3.3230
C -4.1078 3.7576 0.6897
C -4.5283 0.7304 1.2785
C -2.7478 0.5910 -0.2296
H -1.0328 3.2971 -2.9065
H 3.8090 0.8274 -4.5384
H 1.6750 2.9718 0.3126
H 3.1697 -5.3674 2.9247
C -8.7391 0.5998 -0.4887
H 1.9945 0.3065 -2.9029
H -0.3806 2.0926 -0.7706
N -1.6259 -2.1843 -3.0494
H 0.8030 5.2406 -3.2733
H -2.1548 -1.5369 2.1853
C 5.9364 6.3929 1.2653
H 2.5506 5.0314 -1.2061
H 1.7039 -5.9431 -6.4998
H -0.6520 -0.3628 7.0806
H 7.1667 5.0022 2.5196
H 4.0492 -0.0255 1.2785
H -6.6188 0.7075 -3.0113
C -8.1833 1.9737 -2.1666
C -4.1150 4.6826 1.4432
N 2.5826 1.0817 2.3669
```

[5]
The following is a quantum chemistry calculation of 2 unconnected molecules or ions with the total composition C12H11Cl2N3O4 at a distorted geometry, from the Open Molecules 2025 dataset.

Results
energy = -1849.38934 hartree
frontier orbital gap = 5.49 eV
lowest unoccupied orbital energy = -3.31 eV
SMILES string = N#CC1=C(C#N)C(=O)C(Cl)=C(Cl)C1=O.OCCNCCO
M = 332.14 g mol⁻¹
highest occupied orbital energy = -8.8 eV

```
32
C12H11Cl2N3O4 | the Open Molecules 2025 dataset | ωB97M-V/def2-TZVPD
C -1.0284 -1.9858 1.6780
H 3.1664 -3.3355 -0.3157
H -0.1675 -1.1793 -2.2649
C -2.6476 -0.0788 1.5422
C -2.8877 -0.3769 0.2286
H 1.7079 2.1736 -0.9237
O -2.3219 -1.7219 -1.6683
C -1.6688 -0.8488 2.3654
Cl -3.9588 0.5473 -0.7202
C 0.7794 -0.6422 -2.1082
O 4.2707 -1.9219 -1.3979
C 0.5527 0.6418 -1.3377
H -0.1986 1.2414 -1.8681
O 1.8187 1.2861 -1.3005
H 3.8664 -3.9169 -1.8949
H 2.3896 -2.3425 -3.0967
H 5.1486 -2.1730 -1.0764
O -1.3752 -0.5758 3.5262
C 2.1583 -2.6323 -2.0546
C 3.4182 -3.0751 -1.3520
H 1.3888 -3.4122 -2.0524
C -2.1829 -1.4783 -0.4645
C -0.1193 -2.7868 2.4217
Cl -3.3687 1.2487 2.3193
H 0.2220 0.4041 -0.3187
C -0.6458 -3.3861 -0.2434
H 2.4104 -0.9309 -0.9515
N 1.6393 -1.4816 -1.3278
N 0.6427 -3.4442 3.0201
C -1.2300 -2.2456 0.3486
H 1.2437 -0.4099 -3.0859
N -0.1736 -4.3540 -0.7036
```

[6]
The following is a quantum chemistry calculation of 2 unconnected molecules or ions with the total composition C7H14O at a distorted geometry, from the Open Molecules 2025 dataset.

Results
relative energy (zero: lowest compared OMol25 entry of this formula, charge and spin) = 162.14 kcal per mole
energy = -350.10108 hartree
frontier orbital gap = 5.16 eV
lowest unoccupied orbital energy = -1.22 eV
M = 114.19 g mol⁻¹
highest occupied orbital energy = -6.4 eV

```
22
C7H14O | the Open Molecules 2025 dataset | ωB97M-V/def2-TZVPD
C -1.5348 -0.5524 0.5553
H 0.4562 -2.1784 0.8035
H 1.5669 1.1245 1.6637
H 1.1447 -0.1457 -2.1992
H 0.6986 -2.0616 -1.0173
C -0.3092 -0.3348 -0.1604
C 1.8599 0.1574 -1.4245
O -0.7275 2.1296 0.8409
H -0.4715 0.2610 -1.0764
C 1.3327 -0.1880 -0.0370
C 2.0841 0.3421 1.0710
H -3.6795 0.0611 0.6167
H -3.0455 -0.8822 -0.8235
C 0.6874 -1.5465 -0.0484
H 1.9258 1.2505 -1.5312
H 0.2134 1.9298 0.7666
H 2.8636 -0.2491 -1.5482
H -2.6926 0.9240 -0.4439
H 2.9053 -0.1125 1.5659
H -0.9914 1.1539 0.9292
C -2.8225 -0.0971 -0.0547
H -1.4641 -0.9858 1.5518
```

[7]
The following is a quantum chemistry calculation of a molecular structure, C34H53BBaGeNO2S2Si3 at a distorted geometry, from the Open Molecules 2025 dataset.

Results
relative energy (zero: lowest compared OMol25 entry of this formula, charge and spin) = 30.48 kcal per mole
<S²> = 0.763
energy = -5324.83964 hartree
frontier orbital gap (spin up / spin down) = 5.59 / 5.57 eV
lowest unoccupied orbital energy (spin up / spin down) = 3.84 / 3.79 eV
multiplicity = 2
charge = -2
M = 876.95 g mol⁻¹
highest occupied orbital energy (spin up / spin down) = -1.8 / -1.8 eV

```
98
C34H53BBaGeNO2S2Si3 | the Open Molecules 2025 dataset | ωB97M-V/def2-TZVPD
C 3.2182 2.9576 -4.5678
C -1.3034 -1.9504 2.7549
H -9.4917 1.1855 1.2394
H 7.2964 1.7512 2.1620
H -3.2079 -1.7425 -2.2575
Ge 0.8627 -1.4625 -0.0473
H -7.0953 -1.4878 0.1445
C 4.3375 1.8117 3.4499
C 2.4527 0.6987 -4.6384
C -3.6851 1.8969 -0.3496
B -1.6122 1.9354 0.4549
C 2.0181 4.3795 -1.2923
H 1.7504 5.7564 0.3935
H 0.5410 -3.4323 -3.5765
H -4.8858 2.6289 -2.0923
C 2.1357 0.8270 -3.2667
H -1.0618 -2.8260 -3.9929
C -2.4097 -1.5354 -1.5131
H -6.9846 -1.0882 2.6883
H 4.0507 -1.3984 -2.0343
H -8.4789 -0.3008 2.9912
C 0.2602 -4.3641 2.3491
H -1.4188 -4.6039 -0.2416
C 6.4600 1.0593 2.2684
H -6.8747 1.6373 -1.2043
H -4.8671 0.2288 2.3942
C -6.0709 0.8470 0.6256
Si 0.3585 -2.4678 2.0422
H 2.2537 -0.2404 -5.1359
C -8.4784 1.5584 1.0600
H -2.3416 -4.4493 -1.7785
C -5.9910 1.5311 -0.5885
H 2.9578 -2.5234 -2.8922
H 1.7255 -0.0089 -2.7391
H 4.6782 7.2221 -2.3552
H 2.1685 -5.1603 0.2391
H 1.2021 -4.8411 2.1445
H -2.7431 -1.5801 -0.4663
H 4.6800 -3.3123 1.2712
H -8.8394 -1.1622 0.5482
C 3.9337 6.4558 -2.0638
Si 2.8105 -2.8423 -0.4528
H -0.4487 -4.7843 1.5869
C 2.9861 1.7710 -5.2896
C 5.1073 1.6153 4.7550
H 3.6120 -5.0988 -0.7875
C 5.0913 1.7075 2.2460
C 3.7933 5.2701 -2.7532
H -8.0187 -0.4150 -0.8700
C 2.6010 -4.6875 -0.6375
H 3.6937 3.8055 -5.0752
H 4.5079 5.1066 -3.5326
H -1.4082 -2.2244 3.8349
H -6.9371 0.5605 3.2387
H 1.9719 -4.9775 -1.5156
H 4.6997 -1.6495 0.5072
C 1.6014 -1.8442 3.3728
H 5.3217 0.5367 4.9851
C 2.8629 4.3100 -2.4185
H -8.2497 2.3270 1.8569
C -0.1925 -2.6229 -3.3564
Si -0.7489 -2.5127 -1.5898
C -7.4512 -0.1311 2.5763
H 0.1993 -1.6633 -3.7347
H 1.1004 -1.6112 4.2748
C 2.2573 5.5640 -0.5755
H -8.4331 2.1191 0.0782
O -2.4466 2.3740 -0.6509
H 3.2353 1.8022 -6.3601
C 3.1197 6.6022 -0.9429
C -1.3102 -4.2897 -1.3163
N 2.3090 1.9498 -2.6292
C -4.8623 0.6458 1.3803
H -2.0688 -2.4920 2.2046
H 6.5801 0.4683 3.2194
H -1.3792 -0.8918 2.5967
O -2.4589 1.1457 1.3118
H 6.5770 0.4177 1.3686
S 4.5105 2.2155 0.7644
C 2.8222 3.0360 -3.2379
H -0.5540 -4.9895 -1.7731
H 6.1285 2.0839 4.7072
C -3.7053 1.1859 0.8262
S 2.6498 2.1243 3.5323
C 4.1084 -2.4619 0.8753
H 2.1921 -0.9503 2.9939
C -7.8673 -0.7559 0.1811
H -0.0799 -4.5989 3.3691
H 2.2905 -2.6625 3.5085
H 3.5642 -2.1049 1.7315
C -4.8543 2.0868 -1.0980
H -2.1960 -0.4478 -1.6829
Ba 1.3781 1.9380 0.3454
H 4.5311 -3.0589 -2.3543
H 4.5401 2.0282 5.5463
C -7.4987 0.3844 1.1285
H 3.2213 7.5669 -0.3611
C 3.6933 -2.4106 -2.0354
```